Entry 1:
Molecular formula: C3H2IrO4
Method: DFT, wB97M-V/def2-TZVPD

The geometry in XYZ format:
```
10
C3H2IrO4 wB97M-V/def2-TZVPD
Ir 0.43956 -1.27063 -1.68371
H -2.43643 -0.91463 0.63445
O -1.41692 -1.23546 -1.15441
C -0.47881 -0.14359 0.70194
O 0.65473 -0.06907 -0.08980
C 1.71352 0.89513 0.13627
H -0.97022 0.84073 1.05742
C -1.55732 -0.64495 0.02870
O 2.17090 1.30538 -0.93297
O 1.88100 1.23709 1.30212
```

Computed properties:
- frontier orbital gap (alpha / beta) (Ha) = 0.30352 / 0.22303
- total charge = 0
- <S²> = 8.77
- spin multiplicity = 6

Entry 2:
Molecular formula: C3H2LiNaO
Method: DFT, wB97M-V/def2-TZVPD

The geometry in XYZ format:
```
8
C3H2LiNaO wB97M-V/def2-TZVPD
Na 1.28860 0.38304 2.48802
H -0.81122 -1.10298 -0.06985
C -1.49964 1.43066 -1.67934
Li 1.84275 -3.18258 2.71056
C -0.53631 0.58796 -1.40743
C -0.15375 -0.32427 -0.47413
O 1.16847 -0.29669 -0.03467
H -1.29890 2.50486 -1.53318
```

Computed properties:
- ΔE to the lowest compared entry with this formula, charge and spin (kJ/mol) = 112.6
- frontier orbital gap (alpha / beta) (Ha) = 0.11372 / 0.10891
- total charge = 0

Entry 3:
Molecular formula: C3H2LiOTl
Method: DFT, wB97M-V/def2-TZVPD

The geometry in XYZ format:
```
8
C3H2LiOTl wB97M-V/def2-TZVPD
O -0.01588 1.14398 -0.77691
Tl -1.53815 -0.77066 -0.78909
C 2.13473 0.69429 -1.74408
C 1.24222 0.54586 -0.66905
C 2.27144 -0.52020 -2.22750
H 1.83146 -0.82867 -3.18835
H 1.55393 0.24113 0.33844
Li -1.40918 1.22039 2.19292
```

Computed properties:
- ΔE to the lowest compared entry with this formula, charge and spin (kJ/mol) = 386.3
- frontier orbital gap (alpha / beta) (Ha) = 0.12457 / 0.12581
- total charge = 0

Entry 4:
Molecular formula: C3H2N2
Method: DFT, wB97M-V/def2-TZVPD

The geometry in XYZ format:
```
7
C3H2N2 wB97M-V/def2-TZVPD
H -0.99672 0.79143 -0.98287
C -0.99336 -1.15494 0.06507
H -0.72234 0.81467 1.00266
C 1.72349 0.60981 -0.02018
N -0.87736 -2.28276 0.00309
N 2.79323 0.93164 -0.03201
C -0.92694 0.29014 -0.03576
```

Computed properties:
- ΔE to the lowest compared entry with this formula, charge and spin (kJ/mol) = 50.8
- frontier orbital gap (alpha / beta) (Ha) = 0.39052 / 0.28614
- total charge = 0
- <S²> = 2.02
- spin multiplicity = 3

Entry 5:
Molecular formula: C3H2N2O
Method: DFT, wB97M-V/def2-TZVPD

The geometry in XYZ format:
```
8
C3H2N2O wB97M-V/def2-TZVPD
C -0.65150 -0.77352 0.79392
H 0.16551 1.66916 0.65814
N 0.16708 -0.20148 -1.86722
H 1.20115 -0.79445 -0.19192
N -1.42136 -1.29359 1.48048
C -0.70267 0.44592 -1.36668
O 0.88596 1.03977 0.49788
C 0.37479 -0.10592 -0.02116
```

Computed properties:
- ΔE to the lowest compared entry with this formula, charge and spin (kJ/mol) = 243.7
- frontier orbital gap (Ha) = 0.44046
- total charge = 0

Entry 6:
Molecular formula: C3H2N2O
Method: DFT, wB97M-V/def2-TZVPD

The geometry in XYZ format:
```
8
C3H2N2O wB97M-V/def2-TZVPD
C -1.55115 -0.06923 -0.62819
H 0.34293 1.07856 -1.31901
N 1.10985 0.01433 0.26482
C 0.21289 0.15677 -0.90538
O 0.38883 -0.30056 2.42101
C -0.87255 -0.13805 0.45255
N 0.28821 -0.11917 1.24923
H 0.08098 -0.62265 -1.53503
```

Computed properties:
- ΔE to the lowest compared entry with this formula, charge and spin (kJ/mol) = 728.2
- frontier orbital gap (Ha) = 0.38968
- total charge = 0

Entry 7:
Molecular formula: C3H2N2O2
Method: DFT, wB97M-V/def2-TZVPD

The geometry in XYZ format:
```
9
C3H2N2O2 wB97M-V/def2-TZVPD
N 1.20698 -1.30503 -0.58404
O 0.76896 1.98462 -0.47666
C 0.56550 0.91440 -0.09923
O 1.36142 -1.15886 0.77944
C -1.04505 0.43865 0.34599
H -1.38408 1.41799 0.61110
H -1.42956 -1.52561 -0.45058
C -1.49784 -0.65480 -0.02352
N 1.45366 -0.11137 -0.10249
```

Computed properties:
- ΔE to the lowest compared entry with this formula, charge and spin (kJ/mol) = 928.5
- frontier orbital gap (alpha / beta) (Ha) = 0.33852 / 0.28856
- total charge = 0

Entry 8:
Molecular formula: C3H2N2O2
Method: DFT, wB97M-V/def2-TZVPD

The geometry in XYZ format:
```
9
C3H2N2O2 wB97M-V/def2-TZVPD
O -2.33757 0.33330 -1.01810
C -0.39260 -0.51218 0.06684
C 1.85804 0.32677 -0.12817
H 2.28290 0.95763 -0.88860
N 0.65866 0.29138 0.58799
O -0.30121 -1.67198 -0.22446
H -2.07804 0.69821 0.96085
N 2.05924 -0.61844 0.63892
C -1.72120 0.25149 0.01304
```

Computed properties:
- ΔE to the lowest compared entry with this formula, charge and spin (kJ/mol) = 369.9
- frontier orbital gap (Ha) = 0.35464
- SMILES = O=CC(=O)N1C=N1
- total charge = 0

Entry 9:
Molecular formula: C3H2N2O2
Method: DFT, wB97M-V/def2-TZVPD

The geometry in XYZ format:
```
9
C3H2N2O2 wB97M-V/def2-TZVPD
C -1.62750 -0.04384 0.02858
O -0.94325 -1.31383 0.15049
H 1.34337 1.84918 -0.38510
N -0.65748 1.03030 0.35216
H 2.36000 -0.45030 -0.13870
C 1.19791 -0.40227 -0.03305
C 0.67137 0.88623 0.00729
O -2.77614 -0.09363 -0.09349
N 0.43172 -1.46184 0.11182
```

Computed properties:
- ΔE to the lowest compared entry with this formula, charge and spin (kJ/mol) = 353.0
- frontier orbital gap (Ha) = 0.31484
- SMILES = O=c1nccno1
- total charge = 0

Entry 10:
Molecular formula: C3H2N2O2
Method: DFT, wB97M-V/def2-TZVPD

The geometry in XYZ format:
```
9
C3H2N2O2 wB97M-V/def2-TZVPD
N -0.54730 1.72263 -0.61275
O -0.15479 1.02057 -1.62844
N -0.51640 0.99482 0.47007
C 0.20433 -0.30972 0.10418
C 0.15363 -0.23149 -1.29496
H 0.63891 -0.77449 -2.23439
C 0.27755 -1.44597 0.93078
O 0.47210 -1.53816 2.19979
H 0.45550 -2.18388 0.22231
```

Computed properties:
- ΔE to the lowest compared entry with this formula, charge and spin (kJ/mol) = 393.5
- frontier orbital gap (Ha) = 0.35711
- SMILES = O=Cc1conn1
- total charge = 0

Entry 11:
Molecular formula: C3H2N2O3
Method: DFT, wB97M-V/def2-TZVPD

The geometry in XYZ format:
```
10
C3H2N2O3 wB97M-V/def2-TZVPD
H -0.23461 -2.09197 1.19471
C 0.02840 -1.23083 0.58102
O 0.59305 2.09402 0.89052
O -1.03383 -0.48320 -2.58417
C -0.48752 -0.25445 -1.57766
N 0.02859 0.89734 -1.03172
C 0.38222 0.96492 0.23058
N 0.35209 -0.06635 1.08754
H 0.72952 1.63252 1.85018
O -0.35791 -1.46201 -0.64101
```

Computed properties:
- ΔE to the lowest compared entry with this formula, charge and spin (kJ/mol) = 147.1
- frontier orbital gap (Ha) = 0.38729
- SMILES = O=c1nc(O)nco1
- total charge = 0

Entry 12:
Molecular formula: C3H2N2O3
Method: DFT, wB97M-V/def2-TZVPD

The geometry in XYZ format:
```
10
C3H2N2O3 wB97M-V/def2-TZVPD
C -2.89804 0.35742 0.45390
O -3.25984 -0.62444 -0.07953
N 0.30580 0.01737 -0.33892
N 0.31416 -0.57999 -1.36951
C 1.02072 0.45349 0.57560
C 2.47988 -0.12753 0.25471
O -2.76828 1.33290 1.05358
H 1.27371 -1.04361 -1.39403
H 0.90090 0.93632 1.57485
O 2.63100 -0.72193 -0.73066
```

Computed properties:
- ΔE to the lowest compared entry with this formula, charge and spin (kJ/mol) = 445.7
- frontier orbital gap (alpha / beta) (Ha) = 0.31615 / 0.31601
- SMILES = [H]/N=N\C=C=O.O=C=O
- total charge = 0

Entry 13:
Molecular formula: C3H2N2O3
Method: DFT, wB97M-V/def2-TZVPD

The geometry in XYZ format:
```
10
C3H2N2O3 wB97M-V/def2-TZVPD
O -0.73819 1.46676 -0.73400
C -0.67764 0.41088 -0.13427
N 1.42918 0.43779 0.73518
H 2.80204 0.62042 -0.78532
N -2.91785 -0.80948 0.11126
C -1.88400 -0.42302 -0.08511
C 2.01616 -0.07291 -0.36030
O 0.16907 0.00985 0.92626
H 1.63446 1.54268 1.04001
O 1.72626 -1.35799 -0.52996
```

Computed properties:
- ΔE to the lowest compared entry with this formula, charge and spin (kJ/mol) = 511.2
- frontier orbital gap (Ha) = 0.37279
- SMILES = N#CC(=O)ONC=O
- total charge = 0

Entry 14:
Molecular formula: C3H2N2O3
Method: DFT, wB97M-V/def2-TZVPD

The geometry in XYZ format:
```
10
C3H2N2O3 wB97M-V/def2-TZVPD
N -0.62719 0.41386 0.49795
O 2.38543 -1.15461 -0.21412
C 1.46696 -0.31378 0.11711
C -2.03498 0.21244 -0.18712
O -2.52675 -0.92678 -0.24939
O 0.13247 -0.69342 0.34678
N 0.08758 1.42668 0.02547
H -2.75430 1.02577 -0.26425
H 2.04029 1.88172 -0.67098
C 1.32837 1.16922 -0.22913
```

Computed properties:
- ΔE to the lowest compared entry with this formula, charge and spin (kJ/mol) = 484.9
- frontier orbital gap (Ha) = 0.35115
- SMILES = O=Cn1ncc(=O)o1
- total charge = 0

Entry 15:
Molecular formula: C3H2N2O3
Method: DFT, wB97M-V/def2-TZVPD

The geometry in XYZ format:
```
10
C3H2N2O3 wB97M-V/def2-TZVPD
H -3.09799 -0.01478 -0.28863
C -2.06418 -0.22966 -0.07539
O -1.66913 -1.14400 0.61615
O 0.35635 -0.73252 -0.68494
O -1.11740 0.83926 -0.48601
N 2.25961 -0.33233 0.22327
C 1.39612 0.78915 0.37856
N 1.61903 -1.32622 -0.40933
C 0.28863 0.51688 -0.30932
H 2.02896 1.63421 1.03566
```

Computed properties:
- ΔE to the lowest compared entry with this formula, charge and spin (kJ/mol) = 531.9
- frontier orbital gap (Ha) = 0.39734
- SMILES = O=COc1cnno1
- total charge = 0

Entry 16:
Molecular formula: C3H2N2O3
Method: DFT, wB97M-V/def2-TZVPD

The geometry in XYZ format:
```
10
C3H2N2O3 wB97M-V/def2-TZVPD
O -2.73507 -0.26811 -0.04317
N 1.62559 1.21482 -0.04804
C -1.55207 -0.26457 0.01500
H 2.47958 0.66646 -0.07191
H -1.02925 1.75209 0.06859
C 0.56854 -1.08273 -0.00422
O 1.46525 -1.86256 0.02070
C 0.64047 0.44414 0.00607
O -0.77785 -1.41539 -0.01271
N -0.68520 0.81586 0.06968
```

Computed properties:
- ΔE to the lowest compared entry with this formula, charge and spin (kJ/mol) = 30.1
- frontier orbital gap (Ha) = 0.38751
- SMILES = [H]/N=C1/NC(=O)OC1=O
- total charge = 0

Entry 17:
Molecular formula: C3H2N2OS
Method: DFT, wB97M-V/def2-TZVPD

The geometry in XYZ format:
```
9
C3H2N2OS wB97M-V/def2-TZVPD
O 0.24414 0.76461 0.03327
C 0.25722 -1.08593 1.60527
S 2.08182 0.75955 2.00798
H -1.41530 -0.17274 -2.59019
C -0.77372 0.33963 -1.84611
N -0.10047 -1.97763 2.27836
N -0.34566 -0.42834 -0.84883
H -0.79127 1.61367 -1.81454
C 0.84324 0.18718 1.17481
```

Computed properties:
- ΔE to the lowest compared entry with this formula, charge and spin (kJ/mol) = 373.0
- frontier orbital gap (Ha) = 0.31857
- SMILES = C=NOC(=S)C#N
- total charge = 0

Entry 18:
Molecular formula: C3H2N2OS2
Method: DFT, wB97M-V/def2-TZVPD

The geometry in XYZ format:
```
10
C3H2N2OS2 wB97M-V/def2-TZVPD
H -1.92981 -1.08748 -0.67775
O 0.99417 1.39347 0.39568
C -0.04757 1.72288 -0.30103
H -0.05692 2.78169 -0.77959
C 0.97006 -0.01656 0.54612
N -0.70744 0.67477 -0.68371
N -0.16986 -0.30211 -0.07516
C -0.89069 -1.50421 -0.14277
S -0.25293 -2.97116 0.15650
S 2.09099 -0.69130 1.56171
```

Computed properties:
- ΔE to the lowest compared entry with this formula, charge and spin (kJ/mol) = 202.8
- frontier orbital gap (Ha) = 0.28174
- SMILES = S=Cn1ncoc1=S
- total charge = 0

Entry 19:
Molecular formula: C3H2N2S
Method: DFT, wB97M-V/def2-TZVPD

The geometry in XYZ format:
```
8
C3H2N2S wB97M-V/def2-TZVPD
N -1.91262 0.24260 -1.41831
C -1.01374 0.18723 -0.70229
C 0.11603 0.42479 0.17941
S 1.73184 0.25875 -0.60598
H -0.02688 1.44926 0.52167
N -0.07672 -1.28004 2.16096
H 1.28546 -0.76845 -1.42702
C -0.10338 -0.51414 1.29156
```

Computed properties:
- ΔE to the lowest compared entry with this formula, charge and spin (kJ/mol) = 20.2
- frontier orbital gap (Ha) = 0.39708
- SMILES = N#CC(S)C#N
- total charge = 0

Entry 20:
Molecular formula: C3H2N4
Method: DFT, wB97M-V/def2-TZVPD

The geometry in XYZ format:
```
9
C3H2N4 wB97M-V/def2-TZVPD
N 0.56844 0.65608 -0.11783
N 2.78756 1.13406 0.94009
H -1.03450 -1.93352 -0.94101
N -1.28374 -0.13118 0.17478
C 0.64704 -0.47486 -0.91700
H -2.22703 -0.21586 0.53255
N -0.58299 0.89250 0.55585
C -0.62420 -0.97577 -0.66718
C 1.74942 1.04855 0.43974
```

Computed properties:
- ΔE to the lowest compared entry with this formula, charge and spin (kJ/mol) = 344.1
- frontier orbital gap (alpha / beta) (Ha) = 0.33875 / 0.33873
- total charge = 0